[1]
The following is a DFT calculation (ωB97M-V/def2-TZVPD) of a cluster of 2 separate species, C4H13NO2 in total at a distorted geometry.

CARTESIAN COORDINATES (ANGSTROEM)
O: -0.6456 -3.0936 2.4982
O: -0.4074 -0.1934 -2.9024
N: -0.3940 0.9241 1.6830
C: 0.8832 1.4174 -0.3548
C: 0.9642 -0.0708 -0.8604
C: -0.3289 1.7677 0.4744
C: -0.2981 -0.7098 -1.5118
H: -1.2636 -0.5438 -3.1138
H: -0.2488 -1.7839 -1.5889
H: -0.1552 -0.0634 1.5272
H: 1.8473 -0.0707 -1.5228
H: 0.0641 -3.2057 1.7671
H: 1.2434 -0.6813 0.0472
H: -1.1747 -0.3145 -0.9148
H: -1.3015 1.0664 2.1410
H: -1.1856 1.5440 -0.2257
H: 0.8603 2.0902 -1.2795
H: -0.2881 2.7964 0.8008
H: 0.0124 -2.6755 3.1625
H: 1.8166 1.8002 0.1736

Values from the calculation:
- 2S+1: 1
- LUMO: 0.52 eV
- SMILES string: NCCCCO.O
- E_HOMO: -0.33469 Ha
- Frontier orbital gap: 0.35398 Ha
- Energy above the lowest of the compared OMol25 structures with the same formula, charge and spin: 1.437 eV
- DFT total energy: -365.38968 hartree

***

[2]
The following is a DFT calculation (ωB97M-V/def2-TZVPD) of a cluster of 2 separate species, CH3ClO3S2 in total at a distorted geometry.

CARTESIAN COORDINATES (ANGSTROEM)
Cl: 1.8281 -0.5975 -1.5681
S: -0.3465 2.2227 -0.2854
S: 1.3492 -0.6334 0.3816
O: -0.6648 1.2212 -1.2738
O: -1.3468 2.4500 0.7729
O: 1.2237 0.7858 0.7895
C: -0.3128 -1.2750 0.2815
H: -0.8171 -1.1905 1.2451
H: -0.1814 -2.4450 0.1212
H: -0.7316 -0.5382 -0.4644

Values from the calculation:
- 2S+1: 3
- LUMO (spin up / spin down): 0.07 / -3.79 eV
- E_HOMO (spin up / spin down): -0.26847 / -0.37216 Ha
- Frontier orbital gap (spin up / spin down): 0.27115 / 0.23290 Ha
- Energy above the lowest of the compared OMol25 structures with the same formula, charge and spin: 0.000 eV
- DFT total energy: -1522.01369 hartree

***

[3]
The following is a DFT calculation (ωB97M-V/def2-TZVPD) of a structure of composition C26H27Cl3N6SiTl.

CARTESIAN COORDINATES (ANGSTROEM)
Tl: -1.0431 0.7700 -0.7033
Cl: -3.0355 1.8201 -3.7112
Cl: -0.6128 4.0609 -3.5508
Cl: -3.6205 4.7858 -2.3970
Si: -2.1560 3.2122 -2.2827
N: 2.1735 -0.4536 -1.7559
N: 0.8577 2.4350 0.4559
N: -2.9699 -0.6878 0.8498
N: -1.5562 1.6538 1.5160
N: 5.6700 -8.5806 -2.3469
N: 2.9027 -2.4162 -2.4764
C: 4.2355 -4.1439 -3.5269
C: 1.4996 1.6152 1.4737
C: 4.6040 -6.2315 -2.3939
C: 0.2750 4.7861 0.8702
C: -0.0184 3.4352 0.9797
C: -1.8222 5.3528 1.8580
C: -3.1497 -0.0605 2.1330
C: 4.7937 -5.4065 -3.5023
C: 1.7993 2.8616 -0.5612
C: -0.6178 5.7561 1.3082
C: 3.4700 -3.6999 -2.4513
C: 2.4260 -1.7341 -3.5817
C: -2.1133 -1.8592 0.9413
C: -2.1263 4.0074 1.9753
C: -2.4208 1.1235 2.4277
C: 5.1936 -7.5346 -2.3668
C: 2.7193 -1.5809 -1.4056
C: 1.9761 -0.5398 -3.1135
C: -2.5937 1.6374 3.7332
C: -4.1789 -0.0805 4.3279
C: -1.2473 3.0047 1.5429
C: 3.8411 -5.7844 -1.3162
C: -4.1904 -0.9573 0.1106
C: 3.2680 -4.5279 -1.3497
C: -3.4482 1.0562 4.6496
C: -4.0015 -0.6292 3.0654
H: -2.5821 -2.6721 1.5178
H: -4.7775 -1.7906 0.5269
H: -1.1774 -1.5862 1.4322
H: 5.3887 -5.7543 -4.3353
H: 2.2208 1.9705 -1.0288
H: 1.4966 0.2555 -3.6611
H: 2.4072 -2.1793 -4.5608
H: -4.5448 -1.5277 2.7885
H: 3.0295 -1.8570 -0.4099
H: 2.6279 3.4621 -0.1526
H: -2.0330 2.5175 4.0226
H: 2.6427 -4.1951 -0.5328
H: -3.9360 -1.2072 -0.9226
H: 0.7498 1.2528 2.1742
H: -2.5522 6.0884 2.1751
H: 3.6844 -6.4291 -0.4626
H: 1.9787 0.7599 0.9900
H: -4.8605 -0.5316 5.0377
H: -3.0955 3.7173 2.3617
H: -1.8831 -2.2301 -0.0613
H: 1.2827 3.4446 -1.3236
H: -4.8127 -0.0634 0.1009
H: 2.2675 2.1830 2.0213
H: 4.4069 -3.4882 -4.3694
H: -3.5400 1.5016 5.6343
H: 1.2106 5.0874 0.4177
H: -0.3816 6.8063 1.1949

Values from the calculation:
- 2S+1: 1
- LUMO: 1.26 eV
- E_HOMO: -0.14025 Ha
- Net charge: -1
- Frontier orbital gap: 0.18660 Ha
- Energy above the lowest of the compared OMol25 structures with the same formula, charge and spin: 0.000 eV
- DFT total energy: -3178.26700 hartree

***

[4]
The following is a DFT calculation (ωB97M-V/def2-TZVPD) of a cluster of 2 separate species, C3H11NS in total at a distorted geometry.

CARTESIAN COORDINATES (ANGSTROEM)
S: 0.5047 -2.8611 -0.5690
N: 1.3814 0.7256 0.4093
C: -0.1710 2.3959 -0.8276
C: 0.0015 1.2992 0.2113
C: -0.6257 -2.6533 0.8400
H: 0.4031 2.1226 -1.7129
H: -0.6070 0.4001 0.0834
H: -0.6866 -3.5389 1.4663
H: -0.2829 -2.1185 -1.3816
H: -0.3259 1.6282 1.2016
H: -1.6533 -2.4666 0.4841
H: 2.0671 1.1145 -0.2384
H: 1.3164 -0.2009 -0.0276
H: -0.4393 -1.7725 1.4569
H: -1.2292 2.6189 -0.8977
H: 0.3468 3.3068 -0.4983

Values from the calculation:
- 2S+1: 2
- LUMO (spin up / spin down): 3.64 / 3.80 eV
- E_HOMO (spin up / spin down): 0.03653 / -0.19101 Ha
- Net charge: -1
- Frontier orbital gap (spin up / spin down): 0.09740 / 0.33081 Ha
- Energy above the lowest of the compared OMol25 structures with the same formula, charge and spin: 0.641 eV
- DFT total energy: -573.76519 hartree

***

[5]
The following is a DFT calculation (ωB97M-V/def2-TZVPD) of the molecule C5H7ClS2 at a distorted geometry.

CARTESIAN COORDINATES (ANGSTROEM)
Cl: -0.8614 2.2699 -0.7538
S: -2.9851 -0.5343 -0.1525
S: 2.3298 -0.0886 -0.1639
C: -0.2546 -1.3623 -0.5896
C: -1.3883 -0.4253 -0.2085
C: -0.4075 0.7251 -0.0052
C: 0.6346 -0.1077 -0.7956
C: -0.1026 0.9366 1.4766
H: 2.8770 -0.6728 -1.2585
H: -1.0070 1.3329 1.9719
H: 0.0650 -1.9665 0.2525
H: 0.6440 0.1941 -1.8208
H: 0.7210 1.6593 1.5894
H: -0.4475 -1.9697 -1.4742
H: 0.1826 0.0095 1.9323

Values from the calculation:
- 2S+1: 1
- LUMO: -0.51 eV
- SMILES string: C[C@]1(Cl)C(=S)C[C@@H]1S
- E_HOMO: -0.32747 Ha
- Frontier orbital gap: 0.30863 Ha
- Energy above the lowest of the compared OMol25 structures with the same formula, charge and spin: 0.603 eV
- DFT total energy: -1451.24840 hartree

***

[6]
The following is a DFT calculation (ωB97M-V/def2-TZVPD) of the molecule C3H4O2 at a distorted geometry.

CARTESIAN COORDINATES (ANGSTROEM)
O: 0.1884 0.9811 -0.7152
O: 1.0727 -1.2241 -0.7814
C: 0.8704 -0.0925 0.0039
C: -0.9860 0.8487 -0.0189
C: -0.4155 -0.2576 0.8215
H: -0.7752 -0.7052 1.6270
H: -1.9885 1.4742 -0.0666
H: 1.8521 0.3806 0.3826
H: 0.1816 -1.4050 -1.2528

Values from the calculation:
- 2S+1: 3
- LUMO (spin up / spin down): 1.06 / -1.17 eV
- E_HOMO (spin up / spin down): -0.21975 / -0.40722 Ha
- Frontier orbital gap (spin up / spin down): 0.25861 / 0.36410 Ha
- Energy above the lowest of the compared OMol25 structures with the same formula, charge and spin: 1.587 eV
- DFT total energy: -266.97135 hartree